C78H181N11O18 | ωB97M-V/def2-TZVPD

The calculation puts the strongest force on any atom at 2.9 eV/Å. As for the relative energy (zero: lowest compared OMol25 entry of this formula, charge and spin): 113.45 kJ/mol. The calculation puts the LUMO energy at 0.0195 hartree. Its SMILES is CC1(C)CCCC(C)(C)N1O.CC1(C)CCCC(C)(C)N1O.CC1(C)CCCC(C)(C)N1O.CC1(C)CCCC(C)(C)N1O.COCCNCCOC.COCCNCCOC.COCCNCCOC.COCCNCCOC.COCCNCCOC.COCCNCCOC.COCCNCCOC. As for the total charge: 0. The value obtained for the gap between HOMO and LUMO is 8.4 eV.

CARTESIAN COORDINATES (ANGSTROEM)
C1 3.657 -7.168 4.235
C2 2.475 -7.770 3.442
C3 1.619 -6.679 2.821
C4 2.351 -5.972 1.676
C5 2.960 -6.946 0.659
C6 3.679 -8.190 1.240
N1 2.980 -8.663 2.427
O1 3.520 -9.864 2.903
C7 3.536 -9.277 0.158
C8 5.182 -7.842 1.336
C9 1.514 -8.496 4.393
H1 4.406 -7.943 4.402
H2 3.387 -6.839 5.244
H3 4.093 -6.299 3.742
H4 0.660 -7.000 2.403
H5 1.312 -5.890 3.513
H6 3.014 -5.200 2.079
H7 1.652 -5.362 1.092
H8 3.624 -6.306 0.071
H9 2.225 -7.257 -0.087
H10 4.206 -10.113 0.366
H11 2.526 -9.661 -0.012
H12 3.784 -8.932 -0.852
H13 5.430 -6.791 1.171
H14 5.636 -8.121 2.289
H15 5.785 -8.345 0.576
H16 2.058 -9.333 4.843
H17 0.603 -8.883 3.939
H18 1.246 -7.850 5.229
H19 2.822 -10.522 2.815
C10 -4.894 -3.735 -7.025
C11 -5.249 -2.250 -6.795
C12 -6.658 -2.261 -6.150
C13 -6.987 -1.031 -5.297
C14 -5.865 -0.728 -4.288
C15 -4.539 -0.541 -5.028
N2 -4.285 -1.770 -5.783
O2 -2.963 -1.798 -6.270
C16 -4.535 0.773 -5.815
C17 -3.457 -0.440 -3.952
C18 -5.241 -1.388 -8.049
H20 -5.342 -4.143 -7.932
H21 -5.006 -4.309 -6.109
H22 -3.824 -3.798 -7.256
H23 -7.348 -2.276 -6.998
H24 -6.794 -3.169 -5.564
H25 -7.865 -1.304 -4.693
H26 -7.468 -0.227 -5.858
H27 -5.864 -1.577 -3.604
H28 -6.037 0.220 -3.776
H29 -3.710 0.776 -6.534
H30 -5.429 0.943 -6.413
H31 -4.339 1.638 -5.178
H32 -3.736 0.370 -3.271
H33 -3.448 -1.339 -3.330
H34 -2.465 -0.260 -4.366
H35 -4.214 -1.391 -8.430
H36 -5.473 -0.323 -8.020
H37 -5.935 -1.708 -8.833
H38 -2.596 -2.644 -5.959
C19 -0.987 -5.383 7.941
C20 0.081 -4.342 7.579
C21 0.824 -4.806 6.338
C22 1.608 -3.695 5.606
C23 0.594 -2.610 5.250
C24 -0.141 -1.991 6.443
N3 -0.640 -3.102 7.287
O3 -1.311 -2.600 8.424
C25 0.744 -1.049 7.282
C26 -1.397 -1.279 5.921
C27 1.099 -4.145 8.743
H39 -1.659 -5.343 7.074
H40 -1.690 -5.138 8.740
H41 -0.701 -6.425 8.083
H42 1.486 -5.667 6.489
H43 0.094 -5.310 5.688
H44 2.181 -4.133 4.790
H45 2.325 -3.336 6.350
H46 -0.030 -2.795 4.374
H47 1.228 -1.793 4.868
H48 0.243 -0.158 7.656
H49 1.105 -1.543 8.184
H50 1.708 -0.797 6.829
H51 -1.910 -0.790 6.755
H52 -1.190 -0.628 5.074
H53 -2.209 -1.970 5.663
H54 0.510 -3.969 9.642
H55 1.809 -3.366 8.493
H56 1.615 -5.097 8.885
H57 -2.227 -2.536 8.135
C28 4.498 1.371 3.657
C29 5.335 1.104 2.408
C30 6.758 0.657 2.781
C31 6.751 -0.756 3.408
C32 6.262 -1.735 2.353
C33 4.859 -1.393 1.866
N4 4.821 0.029 1.485
O4 3.430 0.320 1.229
C34 4.676 -2.194 0.543
C35 3.811 -1.860 2.878
C36 5.424 2.381 1.585
H58 3.627 1.955 3.355
H59 5.114 1.966 4.332
H60 4.152 0.467 4.144
H61 7.476 0.695 1.967
H62 7.081 1.156 3.703
H63 6.152 -0.871 4.315
H64 7.765 -1.032 3.709
H65 6.446 -2.748 2.725
H66 6.925 -1.681 1.482
H67 3.703 -1.916 0.133
H68 5.478 -2.037 -0.172
H69 4.617 -3.242 0.849
H70 3.955 -2.947 2.933
H71 3.891 -1.450 3.880
H72 2.786 -1.823 2.506
H73 4.537 2.483 0.957
H74 6.237 2.321 0.856
H75 5.558 3.279 2.187
H76 3.509 0.503 0.282
C37 2.987 2.400 -1.690
O5 3.068 1.005 -1.928
C38 1.865 0.257 -1.835
C39 1.039 0.282 -3.114
N5 1.861 0.143 -4.320
C40 1.802 -1.176 -4.924
C41 2.673 -2.233 -4.270
O6 2.091 -2.763 -3.081
C42 3.003 -3.602 -2.400
H77 3.817 2.704 -1.055
H78 2.001 2.655 -1.302
H79 3.100 2.962 -2.623
H80 1.326 0.585 -0.945
H81 2.203 -0.760 -1.619
H82 0.548 1.263 -3.144
H83 0.205 -0.421 -3.108
H84 2.791 0.321 -3.946
H85 2.194 -1.194 -5.952
H86 0.783 -1.515 -5.117
H87 3.656 -1.776 -4.093
H88 2.850 -3.072 -4.957
H89 2.468 -3.883 -1.490
H90 3.895 -3.083 -2.029
H91 3.342 -4.458 -2.990
C43 -3.765 5.054 1.465
O7 -4.214 3.718 1.688
C44 -5.174 3.554 2.702
C45 -4.669 3.490 4.130
N6 -4.547 4.825 4.730
C46 -3.830 4.903 5.986
C47 -3.656 6.387 6.320
O8 -2.637 6.963 5.575
C48 -2.491 8.362 5.768
H92 -3.190 5.487 2.286
H93 -4.629 5.659 1.175
H94 -3.083 4.917 0.624
H95 -5.790 2.681 2.466
H96 -5.940 4.341 2.588
H97 -3.776 2.849 4.145
H98 -5.407 3.060 4.816
H99 -4.266 5.543 4.078
H100 -2.780 4.605 5.847
H101 -4.418 4.384 6.742
H102 -3.462 6.457 7.407
H103 -4.653 6.858 6.351
H104 -2.539 8.655 6.821
H105 -3.358 8.833 5.293
H106 -1.558 8.667 5.308
C49 0.247 1.292 2.952
O9 0.667 2.135 3.990
C50 -0.248 3.218 4.115
C51 0.088 4.087 5.310
N7 -0.178 3.313 6.516
C52 0.391 3.861 7.737
C53 1.333 2.848 8.391
O10 1.677 3.074 9.743
C54 0.605 2.836 10.614
H107 -0.801 0.966 3.011
H108 0.768 0.339 3.076
H109 0.440 1.694 1.952
H110 -1.232 2.760 4.252
H111 -0.202 3.882 3.243
H112 -0.601 4.935 5.239
H113 1.124 4.447 5.334
H114 0.158 2.365 6.400
H115 -0.354 4.168 8.486
H116 0.847 4.856 7.654
H117 2.287 2.884 7.857
H118 0.959 1.827 8.249
H119 -0.286 3.447 10.411
H120 0.882 2.912 11.659
H121 0.111 1.860 10.458
C55 3.672 5.603 -1.240
O11 2.697 5.663 -2.269
C56 2.936 6.539 -3.335
C57 1.884 6.212 -4.428
N8 2.303 6.809 -5.692
C58 1.338 6.643 -6.767
C59 1.885 6.710 -8.170
O12 2.821 5.719 -8.478
C60 2.897 5.385 -9.834
H122 4.092 6.575 -0.980
H123 4.494 4.982 -1.625
H124 3.208 5.024 -0.446
H125 3.889 6.349 -3.840
H126 2.769 7.573 -3.022
H127 0.939 6.681 -4.155
H128 1.858 5.117 -4.454
H129 3.146 6.325 -5.996
H130 0.666 7.508 -6.681
H131 0.653 5.784 -6.705
H132 2.278 7.731 -8.336
H133 1.071 6.741 -8.909
H134 3.200 4.347 -9.977
H135 3.530 6.023 -10.457
H136 1.893 5.412 -10.281
C61 1.291 -4.030 -8.382
O13 1.006 -4.262 -7.037
C62 -0.251 -3.789 -6.622
C63 -0.685 -4.523 -5.344
N9 -1.462 -3.604 -4.530
C64 -1.984 -4.236 -3.327
C65 -0.940 -4.749 -2.304
O14 -1.622 -4.747 -1.040
C66 -2.363 -5.933 -0.773
H137 2.308 -4.388 -8.581
H138 1.418 -2.978 -8.666
H139 0.659 -4.573 -9.090
H140 -1.011 -4.043 -7.376
H141 -0.293 -2.696 -6.545
H142 0.247 -4.881 -4.884
H143 -1.305 -5.380 -5.605
H144 -0.991 -2.732 -4.325
H145 -2.692 -5.022 -3.593
H146 -2.569 -3.566 -2.694
H147 -0.038 -4.142 -2.232
H148 -0.637 -5.799 -2.407
H149 -2.863 -5.827 0.187
H150 -1.623 -6.731 -0.657
H151 -3.084 -6.115 -1.570
C67 -5.725 8.174 -3.411
O15 -6.243 6.824 -3.431
C68 -5.425 5.914 -2.746
C69 -4.193 5.487 -3.548
N10 -4.520 4.891 -4.825
C70 -3.422 4.563 -5.731
C71 -2.282 3.876 -5.014
O16 -1.575 3.103 -5.982
C72 -0.531 2.385 -5.391
H152 -4.824 8.157 -4.023
H153 -5.516 8.466 -2.381
H154 -6.558 8.741 -3.816
H155 -5.998 5.020 -2.499
H156 -5.011 6.297 -1.804
H157 -3.537 4.825 -2.981
H158 -3.595 6.401 -3.733
H159 -5.272 5.353 -5.311
H160 -3.029 5.537 -6.073
H161 -3.788 3.988 -6.575
H162 -2.712 3.114 -4.345
H163 -1.601 4.538 -4.475
H164 -0.802 1.539 -4.749
H165 0.004 3.022 -4.666
H166 0.235 2.082 -6.100
C73 0.084 -2.683 1.143
O17 -0.496 -1.419 0.946
C74 -1.418 -1.355 -0.100
C75 -2.093 -0.010 -0.382
N11 -1.150 1.016 -0.723
C76 -1.761 2.300 -1.083
C77 -0.749 3.425 -1.041
O18 -1.455 4.640 -1.237
C78 -0.633 5.780 -1.334
H167 -0.686 -3.457 1.129
H168 0.739 -2.609 2.009
H169 0.786 -2.880 0.316
H170 -2.242 -2.066 0.053
H171 -0.911 -1.640 -1.038
H172 -2.745 0.098 0.505
H173 -2.799 -0.108 -1.207
H174 -0.481 1.194 0.018
H175 -2.478 2.568 -0.295
H176 -2.212 2.285 -2.077
H177 0.046 3.360 -1.789
H178 -0.397 3.446 0.003
H179 0.219 5.730 -0.649
H180 -1.308 6.628 -1.247
H181 -0.166 5.857 -2.327

Mulliken population analysis, charges in e, atoms 1 to 8:
1 C -1.5942
2 C 1.8954
3 C -0.8085
4 C 1.3211
5 C -2.0473
6 C 2.1293
7 N 0.4783
8 O -0.5004